C21H35BMgO2P2 | the ωB97M-V functional and the def2-TZVPD basis

Output
HOMO (alpha / beta) ... -0.1561 / -0.1610 Eh
HOMO-LUMO gap (alpha / beta) ... 4.59 / 4.92 eV
Molecular weight ... 416.6 g/mol
Electronic energy ... -51134.47410 eV
Lowest unoccupied orbital energy (alpha / beta) ... 0.0126 / 0.0197 hartree
ΔE to the lowest compared entry with this formula, charge and spin ... 0.0 kJ/mol

Atoms and positions in Å:
P: 0.49187 -0.85561 -4.50866
P: 1.48630 2.22078 -3.38248
C: 0.82733 0.55598 -5.64203
C: 1.91236 1.49895 -5.06511
H: -0.15444 1.06363 -5.71315
H: 1.04992 0.17452 -6.65411
H: 2.85915 0.93106 -4.98152
H: 2.02780 2.42518 -5.64309
C: -0.03142 3.14688 -3.86605
H: -0.29616 3.79994 -3.02499
H: -0.89472 2.50930 -4.09546
H: 0.27939 3.71439 -4.75857
C: 2.63109 3.60288 -2.78257
H: 1.97552 4.46918 -2.90996
H: 3.58422 3.74980 -3.32734
H: 2.90603 3.55677 -1.71147
C: -0.52289 -1.86415 -5.87527
H: -0.72055 -2.90602 -5.55595
H: 0.00788 -1.89510 -6.85145
H: -1.51381 -1.42169 -6.08490
C: 1.83440 -2.10299 -4.49600
H: 2.73606 -1.57268 -4.18949
H: 1.95747 -2.61488 -5.45978
H: 1.54820 -2.82791 -3.72224
Mg: 2.38148 0.83693 -1.98534
C: -2.47023 0.65136 -3.23356
C: -3.10482 0.22533 -4.33618
C: -3.97575 -0.93160 -4.65357
C: -3.92055 -2.01820 -3.53871
C: -2.60957 -2.73815 -3.55502
C: -1.51321 -2.36223 -2.88828
C: -1.29867 -1.28088 -1.83844
C: -2.06924 0.06838 -1.87605
C: 2.55156 -1.37801 -0.28388
H: -2.28552 1.74738 -3.23708
H: -3.12047 0.88426 -5.20578
H: -3.75019 -1.34683 -5.66197
H: -5.03182 -0.61968 -4.67516
H: -4.13978 -1.53860 -2.56030
H: -4.68229 -2.80381 -3.71592
H: -2.57028 -3.62279 -4.21352
H: -0.57160 -2.91583 -3.06242
H: -0.23190 -1.04530 -1.93009
H: -1.42139 -1.74506 -0.84908
H: -2.97824 0.05264 -1.23061
H: -1.39008 0.81416 -1.37578
H: 3.38775 -1.21561 0.44267
H: 2.97336 -1.39365 -1.32885
H: 2.04271 -2.35557 -0.09054
O: 0.42098 -0.41096 0.84026
B: 1.46919 -0.27103 -0.05560
O: 1.73983 1.19044 -0.15767
C: 1.07910 1.75329 0.93196
C: 1.52116 2.84503 1.63914
C: 1.06770 2.94766 2.95667
C: 0.22409 1.98597 3.51580
C: -0.21798 0.89404 2.78060
C: 0.26318 0.77570 1.49797
H: 2.20121 3.57509 1.19637
H: 1.38561 3.79190 3.57361
H: -0.11154 2.08602 4.54443
H: -0.84195 0.11649 3.18767


C21H35Cl4FI2LiMgN3O6S | the ωB97M-V functional and the def2-TZVPD basis

Output
HOMO ... -0.4651 Eh
HOMO-LUMO gap ... 2.81 eV
Molecular weight ... 903.5 g/mol
Total charge ... +2
Electronic energy ... -124567.87996 eV
Lowest unoccupied orbital energy ... -0.3618 hartree

Atoms and positions in Å:
C: 4.92908 -1.09917 1.02740
C: 5.19467 0.42367 0.52143
O: 6.25867 0.94491 0.91441
N: 4.19658 1.00232 -0.39182
C: 4.63389 1.24422 -1.76752
C: 4.34369 0.05290 -2.83823
O: 5.26840 2.21492 -2.23068
C: 3.17613 1.87321 0.18829
C: 3.35111 1.75020 1.81582
N: 3.50851 1.62017 3.00896
C: 3.30687 3.45561 -0.08252
I: 2.46256 4.14509 -1.96554
C: 4.80523 4.03733 0.24454
C: 5.18790 5.24511 -0.78423
I: 4.87758 4.99458 2.23987
C: 1.68870 1.28731 -0.01926
S: 0.33514 2.42609 0.54517
C: 1.63227 -0.02047 0.96678
N: 1.46456 -0.99289 1.66415
C: 1.32805 0.74961 -1.47550
C: -0.25055 0.88433 -1.84588
O: -0.38793 0.13284 -3.09453
H: 4.38840 -1.06635 2.03376
H: 4.39487 -1.71246 0.22668
H: 5.97153 -1.54063 1.24084
H: 3.71986 0.52419 -3.70254
H: 5.30521 -0.42311 -3.22811
H: 3.63554 -0.71830 -2.34692
H: 2.65814 3.95584 0.73662
H: 5.62226 3.25711 0.10094
H: 6.18360 5.66484 -0.36867
H: 4.44808 6.11367 -0.73741
H: 5.42270 4.87308 -1.83429
H: 0.38699 2.42144 1.95495
H: 1.53421 -0.38788 -1.48248
H: 1.88493 1.22819 -2.34310
H: -0.93699 0.45290 -1.04241
H: -0.51104 1.98421 -2.13661
H: -1.36619 0.03210 -3.22348
F: -0.96808 2.45042 -3.79732
C: -3.42450 1.95657 1.87870
Cl: -3.84864 1.90196 0.15845
Cl: -2.01098 0.90281 2.17077
Cl: -3.02004 3.62382 2.33781
Cl: -4.79412 1.38708 2.84824
O: 3.24710 0.66378 -5.88679
H: 3.51009 0.60493 -6.81401
H: 2.72431 1.47534 -5.84355
Li: -1.66462 -0.73004 -4.79281
Mg: 0.99845 1.06374 3.20651
C: -6.82331 -2.20392 3.39031
C: -8.01256 -3.12412 3.22709
C: -9.04915 -2.19494 2.62722
O: -8.33354 -1.21848 1.85612
C: -6.93946 -1.31912 2.16410
H: -5.86694 -2.72749 3.44911
H: -6.94106 -1.60244 4.29805
H: -7.76986 -3.92155 2.51708
H: -8.34254 -3.58607 4.15882
H: -9.60610 -1.66443 3.40626
H: -9.76115 -2.71895 1.98616
H: -6.43705 -1.77009 1.30014
H: -6.52588 -0.32055 2.32522
C: -0.11325 -4.71966 -0.35005
C: -1.08751 -3.57485 -0.57921
C: -2.03076 -3.40525 0.60214
O: -1.84698 -3.82707 -1.76026
H: -0.64638 -5.66769 -0.22971
H: 0.55036 -4.83732 -1.21087
H: 0.49650 -4.54722 0.54075
H: -0.53162 -2.64568 -0.74238
H: -2.63037 -4.30762 0.75563
H: -2.73285 -2.58651 0.41905
H: -1.47804 -3.19348 1.52161
H: -2.34261 -4.64669 -1.62725


C21H35ClMnN2O4Si4 | the ωB97M-V functional and the def2-TZVPD basis

Output
Multiplicity ... 5
HOMO (alpha / beta) ... -0.3992 / -0.4071 Eh
HOMO-LUMO gap (alpha / beta) ... 6.37 / 7.20 eV
Molecular weight ... 582.3 g/mol
Total charge ... +1
Electronic energy ... -108862.64902 eV
Lowest unoccupied orbital energy (alpha / beta) ... -0.1651 / -0.1426 hartree
⟨S²⟩ ... 6.447

Atoms and positions in Å:
Mn: 0.97202 -0.87384 0.20321
O: 0.56444 -0.97812 2.07459
C: 0.05774 -1.92913 2.71800
C: -0.60726 -3.04822 2.16618
C: -1.18411 -3.98535 3.04868
C: -1.80000 -5.09181 2.55963
C: -1.90191 -5.31613 1.17507
C: -1.36207 -4.42283 0.29461
C: -0.67568 -3.26939 0.74472
O: -0.12812 -2.47124 -0.11077
N: -2.37394 -6.06152 3.49940
O: -2.91876 -7.03544 3.02706
O: -2.26202 -5.82552 4.68354
H: 0.13424 -1.88838 3.80978
H: -1.15105 -3.83018 4.11995
H: -2.41797 -6.19904 0.82420
H: -1.43380 -4.57068 -0.77437
C: 0.81385 0.36445 -3.60254
Si: -0.78133 0.68453 -2.67430
C: -1.88565 -0.81840 -2.61626
C: -1.58964 2.28928 -3.16938
Si: -0.03867 1.13420 -0.20510
Si: 1.08588 3.24551 0.07383
C: 2.67878 3.43400 -0.91039
C: 1.48622 3.29971 1.91289
C: -0.03964 4.66377 -0.40592
Si: -2.19547 1.41617 0.89751
C: -1.78307 1.64567 2.71758
C: -3.26711 2.81407 0.26327
C: -3.07645 -0.22999 0.64791
H: 0.62488 0.08084 -4.64178
H: 1.36344 -0.45249 -3.13330
H: 1.44877 1.25287 -3.61787
H: -1.94640 -1.30198 -3.59507
H: -2.89930 -0.56570 -2.30771
H: -1.48169 -1.54245 -1.90789
H: -1.89608 2.24923 -4.21924
H: -0.90136 3.12836 -3.06003
H: -2.47829 2.50041 -2.57636
H: 3.45951 2.74576 -0.58006
H: 3.06196 4.44880 -0.77488
H: 2.52717 3.29401 -1.98431
H: 1.77589 2.31138 2.27692
H: 0.62147 3.62583 2.49288
H: 2.30779 3.98759 2.12709
H: -0.33602 4.61551 -1.45519
H: 0.47738 5.61452 -0.25257
H: -0.94681 4.68612 0.19579
H: -1.47209 2.66843 2.93791
H: -0.96774 0.98194 3.01146
H: -2.64266 1.41933 3.35420
H: -2.76733 3.77923 0.32563
H: -4.18260 2.88128 0.85651
H: -3.56024 2.66036 -0.77553
H: -2.35945 -1.05401 0.64333
H: -3.61707 -0.25701 -0.29845
H: -3.80148 -0.42495 1.44249
Cl: 5.57554 1.07802 -2.75040
C: 4.77946 -0.07696 -1.76091
C: 5.46394 -1.15796 -1.22883
C: 4.75708 -2.03791 -0.42405
C: 3.41443 -1.81670 -0.20320
N: 2.75484 -0.76457 -0.72280
C: 3.43512 0.08871 -1.48514
H: 6.51257 -1.31134 -1.44338
H: 5.24367 -2.89201 0.02465
H: 2.84488 -2.51859 0.40056
H: 2.88739 0.92993 -1.88309